Density functional theory data (ωB97M-V/def2-TZVPD) for C27H39Co2O7Si4 as an isolated structure at a distorted geometry.

The geometry in XYZ format:
```
79
Properties=species:S:1:pos:R:3:forces:R:3:mulliken_charge:R:1
C 4.0185 -4.1890 2.2554 0.105 -0.152 0.011 -0.9226
Si 3.0462 -4.1414 0.6378 -0.462 0.355 -0.257 0.4469
C 4.2440 -4.2272 -0.8058 0.159 -0.377 -0.115 -1.1872
C 1.8919 -5.6232 0.5601 0.140 -0.404 -0.106 -1.1937
Si 1.7776 -2.1904 0.4043 -0.132 0.208 -1.123 0.3740
Si 0.3710 -2.0985 2.2559 -0.421 0.300 -0.360 0.7350
C 0.5658 -3.5877 3.3936 -0.101 -0.060 0.167 -1.1825
C 0.7336 -0.5499 3.2557 -0.195 0.111 0.241 -0.5775
C -1.3975 -2.0571 1.6319 -0.202 0.032 0.287 -0.4564
Si 3.3668 -0.4885 0.4987 -0.705 -0.105 -0.144 0.3585
C 4.3778 -0.5363 2.0884 0.256 0.171 -0.012 -1.0704
C 4.4656 -0.7224 -1.0045 0.280 0.272 -0.103 -1.2217
C 2.4758 1.1550 0.3434 0.279 0.217 0.019 -0.6009
O 1.0903 -2.0577 -1.2247 0.967 -0.651 1.591 -0.6953
C -0.1638 -1.7487 -1.6611 -0.281 2.413 -0.561 0.6142
C -1.1059 -2.8819 -1.8521 -0.389 -0.430 -0.080 -1.3023
C -0.4614 -0.4725 -2.0488 0.678 -2.373 0.054 -0.0180
H 4.5206 -5.1667 2.3047 -0.043 0.169 0.061 0.4069
H 4.7897 -3.4130 2.3036 -0.146 -0.186 -0.036 0.2599
H 3.3827 -4.0950 3.1417 0.148 -0.033 -0.199 0.1876
H 4.5215 -5.2809 -0.9525 0.105 0.189 -0.093 0.3975
H 3.7832 -3.8629 -1.7331 0.086 -0.070 0.204 0.3092
H 5.1582 -3.6503 -0.6226 -0.187 -0.120 -0.040 0.2420
H 2.5024 -6.5207 0.3773 -0.242 0.033 0.059 0.4339
H 1.3253 -5.7745 1.4869 0.152 0.044 -0.213 0.3352
H 1.1781 -5.5268 -0.2698 0.164 -0.003 0.168 0.2928
H -0.1632 -3.4633 4.2087 0.162 -0.073 -0.105 0.3843
H 0.3423 -4.5330 2.8861 0.037 0.189 0.107 0.2304
H 1.5635 -3.6567 3.8408 -0.240 0.018 -0.037 0.2684
H 0.2411 -0.6739 4.2326 0.141 0.127 -0.107 0.4032
H 1.8029 -0.3823 3.4300 -0.273 -0.059 0.008 0.1231
H 0.3047 0.3421 2.7758 0.226 -0.384 0.160 -0.0186
H -2.0694 -2.0074 2.5017 -0.007 -0.019 -0.201 0.4355
H -1.5996 -1.1788 1.0073 0.133 -0.217 0.123 -0.3881
H -1.6510 -2.9556 1.0567 0.029 0.145 0.125 0.3158
H 4.9900 0.3777 2.1029 -0.042 -0.179 0.118 0.4048
H 3.7619 -0.5439 2.9949 0.150 0.002 -0.216 0.2490
H 5.0557 -1.3967 2.1251 -0.105 0.213 -0.023 0.3046
H 4.9162 0.2532 -1.2366 0.052 -0.223 -0.098 0.4109
H 5.2695 -1.4464 -0.8296 -0.124 0.149 -0.053 0.2693
H 3.8863 -1.0482 -1.8793 0.086 0.099 0.231 0.2842
H 3.2346 1.9513 0.3199 -0.219 0.003 -0.015 0.4941
H 1.8968 1.2124 -0.5873 0.081 -0.030 0.173 -0.0864
H 1.7925 1.3533 1.1764 0.127 -0.060 -0.143 0.1909
H -2.1252 -2.4876 -1.9542 0.205 -0.198 0.058 0.2805
H -0.8588 -3.4180 -2.7844 -0.015 0.056 0.338 0.3432
H -1.0768 -3.6046 -1.0215 0.013 0.220 -0.225 0.2000
H -1.4263 -0.2915 -2.5227 0.480 0.022 0.380 -0.3136
H 0.3040 0.3022 -2.0662 -0.353 -0.472 0.229 0.0777
O -0.8737 1.4706 1.3415 -0.560 0.478 -0.797 -0.7788
C -1.1590 1.8305 0.2732 0.847 -1.016 1.019 0.1374
Co -1.3955 2.5402 -1.3111 0.290 -0.175 0.669 1.1391
C -0.3272 3.8457 -1.0234 0.407 1.629 0.144 -0.0744
O 0.4276 4.7114 -0.8789 -0.541 -0.876 -0.032 -0.4595
C -0.6204 2.2837 -2.8714 1.329 -0.499 -1.585 -0.1910
O -0.0289 2.2114 -3.8663 -0.853 0.197 1.168 -0.4533
C -3.0710 3.4416 -1.4195 0.719 2.388 -0.968 1.0328
C -3.4617 4.4720 -0.4657 -0.745 0.055 0.077 -0.1710
C -3.4335 4.2089 0.9206 -0.019 0.513 -0.082 -0.0649
C -3.6466 5.2449 1.8304 -0.158 -0.084 -0.294 -0.8136
C -3.9559 6.5326 1.3672 0.104 0.067 -0.207 -0.3822
C -4.0443 6.7811 -0.0123 -0.094 -0.232 0.300 -0.6422
C -3.8367 5.7491 -0.9253 0.285 -0.133 0.437 -0.4031
C -3.1834 3.3184 -2.8340 1.048 4.060 -0.828 0.3980
C -2.8264 3.8417 -4.0224 -1.102 0.130 0.063 -0.6955
Co -3.6287 1.8327 -2.0156 -1.175 -4.991 0.458 0.1946
C -3.5773 0.6253 -0.7204 -0.423 -1.907 1.524 0.4015
O -3.7001 -0.2616 0.0174 0.425 1.576 -1.074 -0.4486
C -3.1682 0.9903 -3.4899 0.651 -1.358 -2.466 -0.0166
O -2.9163 0.5732 -4.5443 -0.477 0.825 1.987 -0.3883
C -5.3587 1.7409 -2.2489 -2.301 0.315 -0.162 0.0510
O -6.4870 1.6063 -2.4605 1.535 0.149 0.264 -0.4436
H -3.2190 3.1952 1.2761 0.017 0.433 -0.196 0.4142
H -3.5653 5.0375 2.9023 -0.121 0.152 -0.360 0.3590
H -4.1280 7.3446 2.0781 0.100 -0.243 -0.213 0.3455
H -4.2741 7.7792 -0.3892 -0.022 -0.212 0.221 0.3609
H -3.9283 5.9156 -2.0013 0.131 -0.032 0.328 0.3459
H -2.9499 3.2483 -4.9413 0.158 0.448 0.361 0.1961
H -2.5123 4.8924 -4.1065 -0.014 -0.534 0.001 0.2222
```
Forces are in eV/Å.

Summary:
* LUMO energy: 0.0879 Eh
* gap between HOMO and LUMO: 6.229 eV
* electronic energy: -5502.4867 Eh
* energy relative to the best compared isomer or geometry (same formula, charge and spin): 8.3 kJ/mol
* total charge: -1
* HOMO energy: -3.8 eV